[1]
{
  "formula": "C21H26N2O3",
  "method": "ωB97M-V/def2-TZVPD",
  "spin_multiplicity": 1,
  "relative_energy_ev": 20.1598,
  "orbital_gap_ha": 0.2960,
  "homo_energy_ev": -8.48,
  "lumo_ev": -0.4,
  "e_tot_ev": -31303.922,
  "elements": ["C", "C", "C", "O", "C", "C", "C", "C", "C", "C", "H", "C", "O", "N", "C", "C", "C", "C", "C", "C", "H", "H", "C", "N", "C", "C", "H", "O", "C", "C", "H", "H", "H", "H", "H", "H", "H", "H", "H", "H", "H", "H", "H", "H", "H", "H", "H", "H", "H", "H", "H", "H"],
  "positions_angstrom": [[1.19, -1.27, 4.77], [0.63, -1.54, 3.45], [0.13, -0.36, 2.79], [1.16, 0.49, 2.45], [0.75, 1.70, 1.80], [2.06, 2.53, 1.73], [2.01, 3.81, 1.11], [0.59, 4.15, 0.84], [-0.44, 3.23, 0.80], [-0.27, 2.09, 1.30], [-0.99, 1.24, 1.43], [-1.74, 3.60, 0.29], [-2.44, 4.83, 0.51], [-2.21, 2.91, -0.62], [-1.87, 1.82, -1.37], [-0.31, 1.80, -1.90], [0.05, 0.85, -2.64], [-0.70, -0.31, -2.96], [-2.11, -0.22, -2.36], [-2.47, 0.80, -1.82], [-3.72, 0.79, -1.53], [-2.58, -1.16, -2.86], [-0.10, -1.56, -3.54], [0.50, -2.64, -2.86], [1.39, -2.49, -1.82], [1.27, -1.76, -0.57], [2.11, -1.71, -0.19], [0.43, -2.72, 0.24], [-0.75, -2.84, -0.71], [-0.58, -3.31, -2.06], [-1.57, -3.48, -2.44], [-0.34, -4.43, -1.91], [-1.41, -3.48, 0.03], [-1.42, -1.80, -0.76], [0.82, -0.81, -0.75], [2.30, -1.71, -2.42], [1.90, -3.34, -1.87], [0.87, -1.14, -4.34], [-0.95, -1.98, -4.22], [1.25, 0.60, -2.80], [0.35, 2.77, -1.62], [-3.00, 3.06, -0.98], [0.58, 5.13, 0.29], [2.71, 4.49, 1.17], [2.95, 2.06, 2.28], [-0.71, 0.20, 3.25], [-0.31, -0.64, 1.61], [1.43, -1.92, 2.73], [-0.21, -2.46, 3.55], [1.97, -0.70, 4.70], [0.27, -0.95, 5.45], [1.49, -2.22, 5.34]],
  "lowdin_charge": [-0.12, -0.29, -0.30, -0.08, -0.21, 0.08, -0.01, 0.02, -0.23, -0.12, 0.16, -0.30, -0.11, 0.17, -0.14, 0.02, -0.16, -0.15, -0.09, -0.20, 0.21, 0.16, -0.21, -0.13, -0.24, -0.14, 0.04, -0.14, -0.20, -0.21, 0.12, 0.16, 0.16, 0.15, 0.11, 0.20, 0.09, 0.19, 0.14, 0.17, 0.17, 0.08, 0.14, 0.05, 0.13, 0.14, 0.17, 0.13, 0.19, 0.00, 0.13, 0.10]
}

***

[2]
{
  "formula": "C21H26N2O4S2",
  "method": "ωB97M-V/def2-TZVPD",
  "spin_multiplicity": 1,
  "relative_energy_ev": 0.3008,
  "orbital_gap_ha": 0.2661,
  "homo_energy_ev": -7.72,
  "lumo_ev": -0.5,
  "smiles": "COc1ccc(/C=C2\\SC(=S)N(CCCC(=O)NC3CCCC3)C2=O)cc1OC",
  "e_tot_ev": -55040.302,
  "elements": ["C", "H", "O", "C", "C", "C", "C", "C", "C", "O", "C", "H", "H", "H", "H", "C", "C", "C", "O", "N", "C", "S", "S", "C", "C", "C", "C", "O", "N", "H", "C", "C", "H", "C", "H", "H", "C", "H", "H", "C", "H", "H", "H", "H", "H", "H", "H", "H", "H", "H", "H", "H", "H", "H", "H"],
  "positions_angstrom": [[7.48, 0.45, -0.83], [8.27, 1.17, -0.60], [6.33, 0.93, -0.18], [5.18, 0.22, -0.29], [5.03, -0.95, -1.02], [3.81, -1.60, -1.07], [2.70, -1.09, -0.38], [2.85, 0.10, 0.35], [4.06, 0.75, 0.40], [4.30, 1.91, 1.07], [3.22, 2.50, 1.77], [2.84, 1.84, 2.55], [3.63, 3.40, 2.22], [2.41, 2.77, 1.09], [2.00, 0.50, 0.86], [1.46, -1.81, -0.46], [0.28, -1.60, 0.15], [-0.87, -2.47, -0.11], [-0.88, -3.45, -0.81], [-1.97, -2.05, 0.63], [-1.80, -0.98, 1.44], [-2.95, -0.35, 2.43], [-0.17, -0.36, 1.30], [-3.25, -2.70, 0.46], [-4.24, -1.84, -0.32], [-3.67, -1.36, -1.66], [-2.63, -0.26, -1.50], [-1.45, -0.43, -1.73], [-3.14, 0.92, -1.08], [-4.12, 1.01, -0.92], [-2.33, 2.10, -0.90], [-2.58, 2.75, 0.46], [-1.74, 3.39, 0.71], [-3.85, 3.59, 0.27], [-4.73, 3.06, 0.64], [-3.79, 4.53, 0.83], [-3.97, 3.85, -1.25], [-4.01, 4.92, -1.47], [-4.88, 3.40, -1.64], [-2.73, 3.21, -1.88], [-1.92, 3.93, -1.95], [-2.93, 2.81, -2.88], [-2.70, 2.02, 1.26], [-1.29, 1.78, -1.03], [-4.48, -0.99, -2.29], [-3.19, -2.20, -2.18], [-4.54, -0.98, 0.29], [-5.14, -2.44, -0.50], [-3.04, -3.63, -0.08], [-3.66, -2.93, 1.45], [1.45, -2.67, -1.12], [3.71, -2.51, -1.64], [5.86, -1.37, -1.55], [7.78, -0.54, -0.47], [7.34, 0.42, -1.92]],
  "lowdin_charge": [-0.08, 0.10, -0.06, -0.19, -0.01, -0.03, -0.21, 0.03, -0.19, -0.06, -0.07, 0.10, 0.10, 0.10, 0.03, -0.01, -0.40, -0.46, 0.11, -0.10, -1.06, 0.69, 1.05, -0.15, -0.18, -0.08, -0.48, 0.05, 0.12, 0.15, -0.31, -0.15, 0.12, -0.18, 0.10, 0.10, -0.19, 0.10, 0.10, -0.14, 0.11, 0.11, 0.04, 0.14, 0.12, 0.13, 0.07, 0.12, 0.13, 0.12, 0.13, 0.12, 0.11, 0.10, 0.10]
}

***

[3]
{
  "formula": "C21H26N3OsPSe",
  "method": "ωB97M-V/def2-TZVPD",
  "charge": 2,
  "spin_multiplicity": 5,
  "orbital_gap_ha": [0.2673, 0.2538],
  "homo_energy_ev": [-13.27, -14.92],
  "lumo_ev": [-6.0, -8.0],
  "e_tot_ev": -103757.410,
  "elements": ["Os", "N", "C", "C", "C", "N", "H", "H", "H", "H", "H", "H", "H", "H", "H", "H", "N", "C", "C", "C", "C", "C", "C", "P", "C", "C", "C", "C", "C", "C", "C", "C", "C", "C", "C", "C", "H", "H", "H", "H", "H", "H", "H", "H", "H", "H", "H", "H", "H", "H", "H", "H", "Se"],
  "positions_angstrom": [[0.08, 1.31, 0.83], [2.22, 1.47, 0.54], [2.92, 2.46, 1.41], [2.47, 3.89, 1.14], [1.11, 4.21, 1.72], [0.03, 3.52, 0.94], [2.56, 0.54, 0.81], [2.48, 1.58, -0.44], [3.99, 2.36, 1.25], [2.70, 2.18, 2.44], [2.49, 4.11, 0.07], [3.20, 4.56, 1.59], [0.92, 5.29, 1.69], [1.02, 3.88, 2.75], [0.05, 3.89, -0.01], [-0.87, 3.81, 1.32], [-2.09, 1.48, 0.18], [-2.82, 0.20, 0.23], [-4.20, 0.19, 0.38], [-4.86, -1.03, 0.44], [-4.16, -2.22, 0.34], [-2.78, -2.20, 0.19], [-2.11, -0.98, 0.13], [-0.34, -0.85, -0.02], [0.06, -0.54, -1.75], [1.40, -0.53, -2.15], [1.74, -0.21, -3.45], [0.74, 0.09, -4.37], [-0.59, 0.07, -3.99], [-0.94, -0.25, -2.68], [0.52, -2.30, 0.54], [0.85, -2.45, 1.89], [1.46, -3.62, 2.32], [1.74, -4.63, 1.41], [1.41, -4.48, 0.07], [0.80, -3.32, -0.37], [-2.55, 2.13, 0.81], [-2.16, 1.87, -0.76], [-4.75, 1.12, 0.47], [-5.93, -1.04, 0.57], [-4.68, -3.16, 0.39], [-2.22, -3.13, 0.13], [2.18, -0.82, -1.45], [2.77, -0.23, -3.76], [1.00, 0.33, -5.39], [-1.37, 0.28, -4.72], [-1.98, -0.31, -2.41], [0.63, -1.67, 2.60], [1.71, -3.74, 3.36], [2.21, -5.54, 1.75], [1.63, -5.28, -0.63], [0.55, -3.21, -1.42], [-0.26, 0.88, 3.06]],
  "mulliken_spin": [2.28, 0.05, 0.01, 0.01, 0.03, 0.02, 0.01, 0.01, 0.00, -0.01, 0.00, 0.00, 0.00, -0.01, -0.01, 0.00, 0.04, 0.01, 0.00, 0.00, 0.00, 0.00, -0.03, 0.11, -0.02, 0.03, -0.02, 0.01, -0.01, 0.05, -0.03, -0.04, 0.01, 0.00, 0.00, 0.00, 0.01, 0.00, 0.00, 0.00, 0.00, 0.00, 0.01, 0.00, 0.00, 0.00, 0.00, 0.04, 0.00, 0.00, 0.00, 0.00, 1.44]
}

***

[4]
{
  "formula": "C21H26N4O3",
  "method": "ωB97M-V/def2-TZVPD",
  "spin_multiplicity": 1,
  "relative_energy_ev": 2.2843,
  "orbital_gap_ha": 0.3489,
  "homo_energy_ev": -8.90,
  "lumo_ev": 0.6,
  "smiles": "O=C(NCCn1cccn1)c1ccc(OC2CCN(C(=O)C3CC3)CC2)cc1",
  "e_tot_ev": -34301.949,
  "elements": ["O", "C", "N", "H", "C", "H", "H", "C", "N", "C", "C", "C", "N", "H", "H", "H", "H", "H", "C", "C", "C", "C", "C", "C", "H", "H", "O", "C", "C", "H", "H", "C", "N", "C", "O", "C", "C", "C", "H", "H", "H", "H", "H", "C", "C", "H", "H", "H", "H", "H", "H", "H", "H", "H"],
  "positions_angstrom": [[-3.91, -2.55, 0.50], [-3.60, -1.60, -0.18], [-4.47, -1.00, -1.04], [-4.24, -0.10, -1.41], [-5.86, -1.40, -1.06], [-5.90, -2.49, -1.03], [-6.31, -1.03, -1.98], [-6.63, -0.85, 0.16], [-6.51, 0.58, 0.23], [-5.55, 1.28, 0.86], [-5.77, 2.61, 0.58], [-6.90, 2.60, -0.24], [-7.33, 1.37, -0.45], [-7.42, 3.43, -0.69], [-5.21, 3.46, 0.92], [-4.79, 0.81, 1.46], [-6.22, -1.29, 1.07], [-7.69, -1.10, 0.07], [-2.23, -1.01, -0.15], [-1.46, -1.22, 0.99], [-0.19, -0.70, 1.10], [0.36, 0.04, 0.06], [-0.41, 0.23, -1.10], [-1.68, -0.28, -1.20], [-2.23, -0.13, -2.12], [0.03, 0.79, -1.91], [1.59, 0.61, 0.04], [2.49, 0.41, 1.12], [3.57, 1.50, 0.98], [3.09, 2.47, 0.93], [4.20, 1.47, 1.87], [4.40, 1.25, -0.27], [4.99, -0.06, -0.23], [6.30, -0.36, -0.09], [6.70, -1.52, -0.08], [7.25, 0.80, 0.03], [7.95, 1.27, -1.22], [8.71, 0.53, -0.17], [8.98, -0.50, -0.37], [9.41, 1.07, 0.44], [8.12, 2.33, -1.34], [7.72, 0.76, -2.14], [6.97, 1.55, 0.76], [4.00, -1.12, -0.19], [3.14, -0.98, 1.06], [2.37, -1.75, 1.06], [3.76, -1.11, 1.95], [4.53, -2.07, -0.19], [3.37, -1.05, -1.08], [5.17, 2.01, -0.38], [3.74, 1.30, -1.15], [1.96, 0.55, 2.07], [0.37, -0.88, 2.01], [-1.89, -1.80, 1.79]],
  "lowdin_charge": [0.07, -0.46, 0.06, 0.13, -0.15, 0.12, 0.12, -0.11, -0.18, -0.09, -0.07, -0.17, 0.07, 0.09, 0.08, 0.12, 0.12, 0.13, -0.15, -0.01, 0.00, -0.25, 0.01, -0.02, 0.11, 0.12, -0.02, -0.32, -0.09, 0.12, 0.13, -0.14, -0.05, -0.43, 0.06, -0.22, -0.10, -0.10, 0.10, 0.10, 0.10, 0.11, 0.14, -0.12, -0.09, 0.11, 0.13, 0.12, 0.13, 0.12, 0.13, 0.15, 0.11, 0.12]
}